1.
This record from the Open Molecules 2025 dataset describes an isolated molecule of C19H24N2O3. The level of theory is ωB97M-V/def2-TZVPD.

```
48
Properties=species:S:1:pos:R:3:lowdin_charge:R:1
C 1.194 -3.194 -0.430 -0.185
H 4.111 3.745 -1.833 0.108
H -3.583 0.286 -1.484 0.142
H 0.496 2.936 0.324 0.117
N 2.327 -0.741 1.052 0.041
C 0.021 -2.793 -1.330 -0.180
H -3.312 -0.992 1.073 0.109
H 3.071 -2.584 1.545 0.129
C 0.073 -1.308 -1.726 -0.089
C 3.473 -0.400 0.336 -0.353
H -3.739 2.493 -0.566 0.116
C 2.266 3.471 -0.795 -0.054
H 0.637 -0.740 -0.987 0.086
C 1.976 1.386 0.291 -0.078
H -4.912 1.493 1.623 0.107
C -3.070 0.436 -0.532 -0.289
C 0.964 -2.798 1.039 -0.162
H 1.900 4.452 -1.058 0.109
H 1.337 -4.273 -0.493 0.109
O 4.423 -1.122 0.179 0.136
C -3.854 -0.138 0.666 -0.124
H 0.569 -1.198 -2.691 0.127
H 4.999 1.495 -1.259 0.124
C -2.879 1.926 -0.207 -0.137
C 1.471 2.630 -0.021 0.015
H -0.915 -3.005 -0.808 0.116
C -2.832 1.959 1.317 -0.198
H -3.841 0.620 2.722 0.104
H 0.789 -3.689 1.643 0.116
C 4.026 1.813 -0.918 0.013
O 0.300 0.210 1.599 0.101
C -1.327 -0.719 -1.833 -0.498
H -1.982 2.323 -0.680 0.105
N -1.788 -0.220 -0.668 0.103
H 1.938 -1.886 2.734 0.133
C -3.947 0.990 1.704 -0.189
H -1.190 -0.182 0.146 0.103
H 2.107 -2.729 -0.808 0.108
H -4.840 -0.485 0.364 0.107
O -1.974 -0.725 -2.860 0.058
C 3.518 3.070 -1.233 -0.055
H 0.074 -2.174 1.122 0.095
C 3.238 0.980 -0.153 -0.072
H -2.989 2.958 1.723 0.106
C 2.133 -2.037 1.668 -0.114
C 1.386 0.271 1.067 -0.370
H -1.871 1.585 1.673 0.089
H 0.026 -3.400 -2.236 0.114
```

Results
DFT total energy = -29217.3513 eV
SMILES = O=C(CCCCCN1C(=O)c2ccccc2C1=O)NC1CCCC1
HOMO energy = -9.1398 eV
HOMO-LUMO gap = 8.415 eV

2.
This record from the Open Molecules 2025 dataset describes an isolated molecule of C5H9ClN2O5S in a non-equilibrium geometry. The level of theory is ωB97M-V/def2-TZVPD.

```
23
Properties=species:S:1:pos:R:3:lowdin_charge:R:1
O 1.746 1.324 2.108 -0.005
C 3.161 0.224 0.822 -0.588
H 0.978 0.418 -1.976 0.110
H -0.179 -1.754 1.277 0.096
H -0.241 1.774 -0.404 0.125
H -2.242 -0.293 1.417 0.171
C 0.176 -0.027 -1.504 -0.088
H -0.757 0.796 1.326 0.132
C -0.547 -1.299 0.450 -0.055
H -1.204 1.649 -1.911 0.182
H 3.595 -0.181 1.774 0.113
O 2.321 2.326 0.363 -0.066
N 2.360 1.385 1.124 -0.641
O -1.780 0.506 -0.356 -0.103
C -1.301 -0.017 0.838 -0.129
N 0.581 -0.909 -0.386 -0.076
O 2.058 -2.377 0.878 -0.290
H -1.201 -1.774 -0.204 0.135
S 2.137 -1.317 -0.073 0.650
Cl 4.501 0.661 -0.274 0.671
H -0.325 -0.716 -2.230 0.176
O 2.665 -1.363 -1.403 -0.325
C -0.733 1.052 -1.042 -0.196
```

Results
expectation value of S² = 2.0089
DFT total energy = -41896.4544 eV
spin multiplicity = 3
HOMO energy (spin up / spin down) = -5.5353 / -9.4743 eV
HOMO-LUMO gap (spin up / spin down) = 5.778 / 4.757 eV

3.
This record from the Open Molecules 2025 dataset describes a cluster of 2 separate species, C45H53N4O in total in a non-equilibrium geometry. The level of theory is ωB97M-V/def2-TZVPD.

```
103
Properties=species:S:1:pos:R:3:lowdin_charge:R:1
H 4.256 4.516 2.752 0.107
O 2.193 5.049 1.766 0.078
C -2.636 -0.826 -0.179 -0.005
C -1.056 0.501 -2.766 -0.030
H 4.749 2.897 3.335 0.094
C -1.917 -3.213 -2.603 -0.209
C -3.720 2.231 2.914 -0.001
N 3.179 2.955 1.960 -0.011
C -0.924 -3.733 -3.429 -0.008
H 1.510 1.422 -2.168 0.091
C 3.186 0.639 2.796 -0.077
C -0.977 -0.984 -2.928 -0.194
C -4.041 0.228 1.597 -0.140
H 2.222 -0.893 0.852 0.078
H 0.138 -6.388 -0.529 0.116
H 6.014 1.257 1.373 0.107
C 2.933 -4.512 0.016 -0.062
H 4.317 2.001 -0.104 0.113
H 2.816 5.258 -0.678 0.122
C -3.432 1.481 1.767 -0.190
C 0.787 0.633 0.635 0.011
H -2.045 0.898 -3.042 0.099
C -2.584 2.063 0.688 -0.047
H -1.999 1.277 0.193 0.012
H -0.313 0.981 -3.415 0.077
N -3.835 -0.519 0.398 -0.055
C 4.659 0.218 2.729 -0.166
C 1.080 3.028 0.957 -0.159
H -4.396 -0.562 -2.643 0.132
C 1.194 -0.683 0.560 -0.050
C 2.994 4.376 -1.304 -0.032
H 4.023 -4.591 0.134 0.116
H 3.575 0.405 -0.171 0.110
H 5.253 3.113 -3.517 0.109
H 1.839 -2.814 -5.187 0.079
C 2.187 3.829 1.600 -0.393
H -5.294 3.516 4.934 0.087
H -5.920 -1.966 3.329 0.092
H -3.182 2.552 -0.101 0.109
C 0.030 -1.548 -3.718 0.008
H -3.246 3.210 3.056 0.126
C 2.248 2.234 -2.153 -0.051
C 0.919 -3.061 0.009 -0.175
C -4.292 -1.233 -1.782 -0.097
C 4.022 1.139 0.512 -0.086
C -5.784 -1.479 2.348 -0.050
C -1.904 -1.841 -2.311 -0.163
H -3.605 -3.631 -1.335 0.066
C 0.755 -5.500 -0.335 -0.057
H -4.674 -2.219 -2.032 0.107
C 3.396 2.155 -2.948 -0.078
H -6.799 -1.261 1.974 0.098
H -5.298 -2.189 1.677 0.070
C 4.421 3.471 2.464 0.007
C -5.022 -0.205 2.509 -0.195
C -5.317 0.585 3.618 -0.002
H -2.422 -4.939 -1.424 0.076
H 2.611 -6.629 -0.297 0.113
H 5.213 3.445 1.700 0.104
C 2.042 3.349 -1.330 -0.220
C 1.182 -3.567 -4.741 -0.045
C -4.628 1.771 3.872 -0.264
C 2.333 -3.256 0.088 -0.016
H 3.529 1.299 -3.611 0.107
N 1.561 1.653 1.050 0.085
H -0.842 0.809 -1.732 0.042
H 2.518 -0.226 2.728 0.107
H 0.172 3.140 1.577 0.161
C 4.356 3.169 -2.896 -0.080
N -2.875 -1.333 -1.400 -0.072
H -3.495 -4.631 -2.805 0.103
C 0.155 -4.247 -0.195 -0.009
H -0.934 -4.159 -0.245 0.099
C 0.368 -1.730 0.155 0.066
H 2.938 1.172 3.725 0.132
H 4.892 5.075 -2.019 0.111
H -5.424 0.299 -0.770 0.138
H -3.894 2.718 5.654 0.085
H -0.242 0.885 0.363 0.104
H -1.895 2.809 1.100 0.067
H -0.028 2.885 -0.892 0.108
C 2.965 1.570 1.565 -0.319
H -5.497 1.992 5.814 0.076
H -0.699 -1.523 -0.023 0.062
H 0.776 -0.888 -4.168 0.118
H 3.002 -2.401 0.208 0.100
C -2.916 -4.149 -2.005 -0.033
H 5.250 0.757 3.481 0.104
C 0.083 -2.927 -3.952 -0.261
H 5.585 -0.355 0.823 0.112
H -5.707 -1.358 -0.169 0.102
H -0.923 -4.802 -3.652 0.134
C 5.182 0.542 1.312 -0.161
C -4.842 2.541 5.139 -0.050
C 0.804 3.475 -0.479 -0.066
C 2.147 -5.646 -0.214 -0.051
H 0.767 -4.197 -5.538 0.089
H 0.486 4.526 -0.410 0.143
C 4.156 4.274 -2.065 -0.067
C -4.953 -0.673 -0.557 -0.097
H 4.784 -0.851 2.948 0.112
H -6.103 0.279 4.312 0.125
H 1.782 -4.218 -4.091 0.086
```

Results
DFT total energy = -55527.5526 eV
net charge = +1
HOMO energy = -10.4267 eV
HOMO-LUMO gap = 6.323 eV

4.
This record from the Open Molecules 2025 dataset describes a structure of composition C10H3IrNO5S4 in a non-equilibrium geometry. The level of theory is ωB97M-V/def2-TZVPD.

```
24
Properties=species:S:1:pos:R:3:lowdin_charge:R:1
S 3.300 -3.533 3.097 0.992
O -1.903 -2.554 -2.124 0.140
C -1.169 2.024 -1.179 -0.187
Ir 0.299 -0.189 0.563 1.367
C 4.259 -2.375 4.042 -0.983
C -2.759 1.618 -2.898 -0.015
O 4.966 -2.797 4.913 -0.029
C -0.327 2.822 -0.240 -0.601
H -2.260 3.619 -1.916 0.141
C -1.539 -1.661 -1.415 -0.545
N -1.033 0.690 -1.091 0.037
C 2.711 -0.949 2.507 -1.125
H -3.425 1.990 -3.738 0.139
O -0.769 -1.730 -0.337 -0.360
C -2.094 2.533 -2.037 0.036
C -2.658 0.276 -2.699 -0.008
S 2.150 0.539 1.902 0.616
S 1.151 -2.820 1.218 0.725
H -3.357 -0.468 -3.110 0.141
O -0.396 4.029 -0.271 0.099
C 2.354 -2.298 2.267 -1.139
O 0.362 2.087 0.578 -0.269
S 3.948 -0.656 3.696 0.993
C -1.810 -0.198 -1.729 -0.167
```

Results
expectation value of S² = 8.7748
DFT total energy = -68322.4786 eV
spin multiplicity = 6
HOMO energy (spin up / spin down) = -8.5448 / -9.7757 eV
HOMO-LUMO gap (spin up / spin down) = 7.668 / 6.113 eV

5.
This record from the Open Molecules 2025 dataset describes a cluster of 3 separate species, C2H9O3 in total in a non-equilibrium geometry. The level of theory is ωB97M-V/def2-TZVPD.

```
14
Properties=species:S:1:pos:R:3:lowdin_charge:R:1
O -0.027 -0.230 0.217 -0.358
H 0.711 -0.595 -1.530 0.009
H -2.304 0.619 -1.349 -0.040
H 1.445 -0.593 2.740 0.066
H -0.169 1.508 1.453 0.065
H 1.663 1.231 2.874 0.053
H -0.602 -0.019 2.063 0.084
O 0.936 -0.529 -2.510 -0.131
H 2.411 0.272 1.653 -0.002
H 1.455 0.273 -2.551 -0.003
C 0.178 0.453 1.376 -0.527
H -1.623 -0.408 -0.712 0.015
C 1.538 0.383 2.165 -0.125
O -2.569 -0.154 -0.942 -0.104
```

Results
DFT total energy = -8362.2922 eV
net charge = -1
HOMO energy = -3.1365 eV
HOMO-LUMO gap = 7.412 eV

6.
This record from the Open Molecules 2025 dataset describes a cluster of 2 separate species, C2H2Cl5O2PS in total in a non-equilibrium geometry. The level of theory is ωB97M-V/def2-TZVPD.

```
13
Properties=species:S:1:pos:R:3:lowdin_charge:R:1
Cl -1.255 -2.530 -0.223 0.190
Cl -3.213 -0.623 1.848 0.310
O -0.412 -0.292 1.540 -0.456
C 2.360 -0.132 -0.491 -0.631
H 3.882 0.567 0.826 0.049
H 2.643 -1.147 -0.949 0.099
Cl 0.823 0.147 -1.140 0.601
Cl 2.226 2.181 0.799 0.636
C 2.926 0.679 0.395 -0.641
Cl -3.252 -0.681 -1.872 0.232
S -2.122 0.791 -0.993 0.339
O -3.048 1.719 -0.434 -0.496
P -1.558 -0.679 0.695 -0.231
```

Results
expectation value of S² = 2.0124
DFT total energy = -88934.2443 eV
spin multiplicity = 3
HOMO energy (spin up / spin down) = -6.8297 / -9.6687 eV
HOMO-LUMO gap (spin up / spin down) = 6.185 / 5.409 eV

7.
This record from the Open Molecules 2025 dataset describes a cluster of 2 separate species, C38H38O2P in total in a non-equilibrium geometry. The level of theory is ωB97M-V/def2-TZVPD.

```
79
Properties=species:S:1:pos:R:3:lowdin_charge:R:1
H -5.788 -0.723 4.763 0.076
H 4.171 -0.948 2.175 0.114
H -0.488 -7.835 1.612 0.076
C -0.567 -3.082 0.736 -0.395
C -3.467 0.776 2.746 -0.050
H 4.563 -1.593 4.868 0.087
H -4.922 0.755 5.209 0.087
H 0.473 -5.856 2.453 0.115
H 6.590 5.210 -3.867 0.101
H -1.893 1.216 1.340 0.096
H -0.545 -0.671 3.705 0.102
H -6.053 0.777 3.858 0.084
H -3.730 1.823 2.908 0.115
C 1.520 -0.667 4.274 -0.035
H -5.027 0.843 -2.978 0.130
C 0.480 -0.749 3.348 -0.070
H 2.126 -0.445 -2.650 0.134
C 2.100 -0.956 1.563 -0.113
H -4.404 -2.331 3.747 0.115
C 4.570 3.456 -2.934 0.010
C 4.563 0.650 -2.926 -0.001
H -2.212 -5.614 -0.887 0.116
H -2.581 -2.958 2.208 0.101
H 2.446 3.338 -2.787 0.114
C 0.135 -3.872 1.665 -0.070
C -2.430 0.438 1.882 -0.114
C 3.319 1.345 -2.861 -0.210
H -2.883 -0.419 -2.866 0.124
C -4.080 2.777 -2.935 -0.228
H 6.711 0.790 -3.048 0.131
H -4.888 5.247 -2.065 0.101
H -2.145 -7.633 1.024 0.087
H -1.889 -3.147 -0.978 0.091
H 3.591 -0.502 5.866 0.076
H -0.828 -7.846 -0.126 0.085
H 2.328 -1.039 0.500 0.087
C -4.185 -0.215 3.427 -0.281
H -2.840 4.568 -2.928 0.112
H 0.820 2.248 -3.362 0.103
H -0.425 -0.444 -2.457 0.107
H 4.669 0.148 4.620 0.084
C 3.975 -0.667 4.856 -0.056
H 1.299 -0.550 5.338 0.116
C 0.832 1.238 -2.936 -0.078
H 0.818 -3.414 2.377 0.101
C -1.096 -7.378 0.828 -0.055
C -5.295 0.166 4.362 -0.056
H 6.645 5.166 -2.071 0.102
C -2.042 -0.911 1.715 -0.396
C -3.845 -1.554 3.219 -0.035
P -0.541 -1.230 0.683 1.077
O -5.292 3.388 -2.972 -0.056
C -5.342 4.830 -2.973 -0.043
C 3.130 -0.886 2.497 -0.050
H -4.846 5.243 -3.861 0.101
C 0.749 -0.944 1.980 -0.394
C 5.761 1.317 -2.994 0.022
C -1.381 -3.737 -0.216 -0.116
H -6.407 5.061 -2.999 0.100
C -2.881 0.670 -2.848 0.003
C 2.853 -0.740 3.862 -0.280
C -2.849 3.477 -2.896 0.009
O 7.013 3.327 -3.029 -0.056
C -0.890 -5.892 0.789 -0.280
C -1.551 -5.118 -0.173 -0.048
H 4.581 4.547 -2.940 0.113
C -2.804 -1.903 2.360 -0.070
C 7.087 4.768 -2.994 -0.043
C 5.790 2.737 -2.990 -0.226
C 3.372 2.768 -2.861 0.006
H 4.549 -0.440 -2.928 0.126
H 8.155 4.982 -3.022 0.100
C -1.663 2.770 -2.812 0.001
C 2.080 0.635 -2.796 0.041
C -0.391 0.632 -2.641 0.028
C -0.045 -5.256 1.701 -0.035
C -1.628 1.347 -2.761 -0.209
C -4.071 1.357 -2.924 0.025
H -0.733 3.335 -2.773 0.111
```

Results
DFT total energy = -53399.4085 eV
net charge = +1
HOMO energy = -9.9711 eV
HOMO-LUMO gap = 5.066 eV